[1]
{"formula": "C5H16NO2", "method": "wB97M-V/def2-TZVPD", "homo_lumo_gap_ev": 10.825, "mol_weight_g_mol": 122.2, "relative_energy_kcal_mol": 51.4, "charge": 1, "species": ["C", "O", "C", "C", "C", "C", "N", "H", "H", "H", "H", "H", "H", "H", "H", "H", "H", "H", "H", "H", "H", "H", "H", "O"], "positions_angstrom": [[-1.127, -1.365, 1.215], [-2.480, -1.311, 0.650], [-0.174, -0.446, 0.387], [-0.953, 0.548, -0.481], [-0.324, 1.821, -1.051], [0.863, 1.442, -1.872], [0.647, 0.482, 1.394], [-1.041, -2.412, 1.154], [-1.363, -1.028, 2.274], [-2.428, -1.746, -0.211], [0.618, -0.936, -0.135], [-1.060, -0.093, -1.519], [-1.950, 0.720, -0.066], [-1.008, 2.365, -1.695], [-0.061, 2.598, -0.309], [0.726, 0.611, -2.576], [1.217, 2.169, -2.582], [1.726, 1.211, -1.240], [0.149, 1.284, 1.722], [1.322, 0.850, 0.719], [1.273, -0.044, 2.023], [2.815, -1.888, -0.493], [3.373, -0.521, 0.207], [2.643, -1.007, -0.170]]}

=====

[2]
{"formula": "C2H5N5", "method": "wB97M-V/def2-TZVPD", "homo_lumo_gap_ev": 8.518, "mol_weight_g_mol": 99.1, "relative_energy_kcal_mol": 99.5, "species": ["C", "C", "N", "N", "N", "N", "N", "H", "H", "H", "H", "H"], "positions_angstrom": [[-0.168, 1.152, 1.191], [0.256, 0.196, 0.174], [-1.430, 1.265, 1.210], [-2.232, 0.674, 0.625], [-0.739, -0.294, -0.529], [1.583, -0.107, -0.077], [-0.564, -1.309, -1.378], [0.563, 1.575, 1.779], [2.309, 0.344, 0.421], [1.761, 0.280, -0.945], [-1.498, -1.736, -1.483], [0.159, -2.038, -0.988]]}

=====

[3]
{"formula": "C24H26NO3S", "method": "wB97M-V/def2-TZVPD", "homo_lumo_gap_ev": 5.179, "mol_weight_g_mol": 408.5, "relative_energy_kcal_mol": 45.1, "charge": -1, "species": ["C", "O", "C", "C", "C", "C", "S", "C", "C", "C", "C", "C", "C", "C", "C", "C", "C", "C", "N", "C", "C", "C", "C", "C", "C", "O", "C", "C", "O", "H", "H", "H", "H", "H", "H", "H", "H", "H", "H", "H", "H", "H", "H", "H", "H", "H", "H", "H", "H", "H", "H", "H", "H", "H", "H"], "positions_angstrom": [[-2.118, -3.366, -4.483], [-2.189, -2.105, -3.776], [-2.093, -1.967, -2.437], [-1.582, -0.801, -1.893], [-1.328, -0.697, -0.517], [-0.378, 0.408, -0.121], [1.323, -0.067, -1.208], [1.838, 1.085, -2.382], [2.454, 2.245, -1.867], [2.673, 3.330, -2.705], [2.351, 3.266, -4.059], [2.462, 4.510, -4.892], [1.943, 2.045, -4.609], [1.695, 0.942, -3.789], [-0.161, 0.658, 1.348], [0.226, -0.421, 2.140], [0.522, -0.267, 3.495], [0.386, 0.990, 4.114], [0.699, 1.170, 5.478], [2.076, 1.211, 5.925], [-0.223, 0.676, 6.475], [-0.041, 2.081, 3.328], [-0.323, 1.922, 1.970], [-1.971, -1.598, 0.345], [-2.428, -2.835, -0.136], [-2.787, -3.804, 0.737], [-2.645, -5.223, 0.509], [-2.439, -3.098, -1.575], [-2.707, -4.235, -2.035], [-2.298, -3.061, -5.516], [-1.122, -3.804, -4.376], [-2.885, -4.067, -4.143], [-1.263, -0.022, -2.592], [-0.603, 1.366, -0.638], [2.699, 2.255, -0.813], [3.103, 4.250, -2.317], [2.171, 4.305, -5.928], [1.804, 5.300, -4.497], [3.482, 4.925, -4.896], [1.819, 1.987, -5.695], [1.374, -0.022, -4.189], [0.328, -1.418, 1.698], [0.888, -1.107, 4.089], [2.687, 1.671, 5.145], [2.119, 1.809, 6.840], [2.459, 0.208, 6.150], [-1.245, 0.726, 6.088], [0.003, -0.356, 6.768], [-0.133, 1.308, 7.362], [-0.101, 3.057, 3.824], [-0.657, 2.780, 1.380], [-2.007, -1.453, 1.435], [-3.199, -5.671, 1.333], [-3.064, -5.520, -0.455], [-1.592, -5.502, 0.567]]}

=====

[4]
{"formula": "H14O31S6Zn5", "method": "wB97M-V/def2-TZVPD", "homo_lumo_gap_ev": 1.739, "mol_weight_g_mol": 1029.4, "charge": -2, "species": ["Zn", "Zn", "Zn", "Zn", "Zn", "S", "O", "O", "O", "O", "S", "O", "O", "O", "O", "S", "O", "O", "O", "O", "S", "O", "O", "O", "O", "S", "O", "O", "O", "O", "S", "O", "O", "O", "O", "O", "H", "H", "O", "H", "H", "O", "H", "H", "O", "H", "H", "O", "H", "H", "O", "H", "H", "O", "H", "H"], "positions_angstrom": [[3.163, 1.104, -0.551], [0.633, 0.884, -3.669], [-0.484, -1.953, 1.676], [0.208, -2.334, -1.845], [-1.510, 2.847, -0.006], [3.958, 1.353, 2.660], [3.749, 1.546, 1.198], [2.738, 1.889, 3.304], [4.074, -0.072, 2.930], [5.126, 2.110, 3.083], [0.755, -4.667, 0.339], [0.244, -4.074, -0.956], [0.765, -3.501, 1.321], [-0.234, -5.637, 0.762], [2.083, -5.218, 0.193], [-2.973, 0.022, 2.644], [-1.671, -0.523, 2.119], [-2.804, 1.441, 3.020], [-3.945, -0.049, 1.526], [-3.339, -0.766, 3.825], [0.051, 0.048, -0.680], [1.327, 0.498, -0.208], [-0.285, -1.277, -0.138], [-0.941, 1.069, -0.411], [0.088, -0.308, -2.132], [1.177, 3.451, -1.599], [-0.009, 3.745, -0.769], [2.256, 2.951, -0.751], [0.824, 2.392, -2.582], [1.658, 4.637, -2.261], [3.511, -1.926, -1.325], [4.113, -3.114, -0.776], [4.038, -1.709, -2.694], [2.047, -2.140, -1.388], [3.801, -0.745, -0.472], [-1.776, -2.426, -2.653], [-1.962, -3.094, -3.326], [-2.565, -1.877, -2.618], [-3.049, 2.115, 1.118], [-2.814, 2.057, 2.080], [-3.761, 1.462, 1.013], [-1.388, 1.027, -4.101], [-1.848, 1.234, -4.926], [-2.079, 0.770, -3.477], [-2.171, -3.133, 1.294], [-2.496, -3.568, 0.501], [-2.816, -3.340, 1.983], [1.047, -0.735, 2.370], [1.510, -0.282, 1.658], [1.513, -0.451, 3.172], [-0.408, 2.887, 1.814], [-0.612, 3.258, 2.681], [0.552, 3.017, 1.709], [-2.797, 3.058, -1.578], [-3.045, 3.774, -2.174], [-3.229, 2.274, -1.928]]}

=====

[5]
{"formula": "C2H8N2S2", "method": "wB97M-V/def2-TZVPD", "homo_lumo_gap_ev": 9.639, "mol_weight_g_mol": 124.2, "relative_energy_kcal_mol": 25.2, "species": ["H", "N", "C", "N", "H", "H", "H", "C", "S", "S", "H", "H", "H", "H"], "positions_angstrom": [[-3.196, -1.302, 0.200], [-2.505, -1.059, 0.900], [-1.357, -1.519, 0.726], [-0.399, -1.516, 1.769], [-1.020, -1.811, -0.286], [0.334, -0.843, 1.609], [-0.073, -2.400, 2.123], [1.877, 0.862, -0.705], [1.457, 2.610, -0.556], [-0.512, 2.546, -1.126], [1.096, 0.217, -0.293], [1.908, 0.603, -1.768], [2.801, 0.587, -0.217], [-0.410, 3.025, -2.376]]}

=====

[6]
{"formula": "C18H29ClO2", "method": "wB97M-V/def2-TZVPD", "homo_lumo_gap_ev": 9.348, "mol_weight_g_mol": 312.9, "species": ["C", "C", "C", "C", "C", "C", "C", "C", "C", "C", "C", "C", "O", "C", "C", "O", "C", "C", "Cl", "C", "C", "H", "H", "H", "H", "H", "H", "H", "H", "H", "H", "H", "H", "H", "H", "H", "H", "H", "H", "H", "H", "H", "H", "H", "H", "H", "H", "H", "H", "H"], "positions_angstrom": [[2.300, 0.369, -1.339], [3.422, -0.179, -0.605], [3.662, -1.586, -1.134], [4.715, 0.617, -1.029], [3.201, -0.325, 1.042], [2.404, 0.870, 1.825], [2.449, 0.593, 3.385], [3.215, 2.163, 1.456], [0.863, 0.838, 1.460], [0.201, -0.365, 1.370], [-1.213, -0.399, 1.074], [-1.994, 0.713, 0.956], [-3.336, 0.704, 0.722], [-4.107, -0.476, 0.861], [-4.146, -1.190, -0.458], [-5.097, -0.590, -1.433], [-5.436, -1.370, -2.638], [-6.726, -0.950, -3.328], [-6.912, -1.798, -4.954], [-1.330, 1.900, 1.074], [0.120, 1.903, 1.297], [1.617, -0.498, -1.476], [2.572, 0.699, -2.370], [1.795, 1.221, -0.948], [4.632, -1.980, -0.934], [3.609, -1.699, -2.271], [3.045, -2.350, -0.635], [5.083, 0.440, -2.043], [4.437, 1.715, -1.021], [5.560, 0.489, -0.283], [2.683, -1.284, 1.301], [4.149, -0.497, 1.490], [3.513, 0.475, 3.706], [2.023, 1.411, 3.904], [1.872, -0.228, 3.688], [4.223, 1.914, 1.619], [2.831, 2.902, 2.056], [3.058, 2.498, 0.475], [0.716, -1.353, 1.433], [-1.731, -1.314, 0.931], [-5.126, -0.257, 1.174], [-3.655, -1.212, 1.530], [-3.105, -1.191, -0.910], [-4.411, -2.234, -0.308], [-5.436, -2.399, -2.454], [-4.580, -1.155, -3.358], [-7.586, -1.409, -2.706], [-6.802, 0.150, -3.314], [-1.816, 2.847, 0.831], [0.574, 2.856, 1.289]]}

=====

[7]
{"formula": "C16H20F2N2P", "method": "wB97M-V/def2-TZVPD", "homo_lumo_gap_ev": 6.057, "mol_weight_g_mol": 309.3, "charge": 1, "species": ["N", "P", "C", "C", "N", "C", "C", "H", "H", "H", "H", "H", "H", "H", "H", "H", "H", "F", "C", "C", "C", "C", "C", "C", "H", "H", "H", "H", "H", "F", "C", "C", "C", "C", "C", "C", "H", "H", "H", "H", "H"], "positions_angstrom": [[3.417, -4.299, -1.161], [2.821, -4.117, 0.359], [1.208, -3.097, 0.413], [0.380, -2.778, -0.966], [-0.690, -3.655, -1.095], [-0.679, -4.644, 0.087], [-0.084, -3.657, 1.283], [3.451, -5.351, -1.292], [2.603, -5.435, 0.962], [3.785, -3.431, 1.227], [1.508, -2.013, 0.773], [0.545, -1.935, -1.760], [-1.431, -3.694, -1.856], [-1.751, -5.104, 0.226], [0.190, -5.376, -0.265], [-0.939, -2.840, 1.442], [0.317, -4.167, 2.275], [0.119, -0.523, 1.653], [-0.908, 0.297, 1.391], [-1.020, 1.497, 2.084], [-2.086, 2.353, 1.808], [-3.036, 1.993, 0.849], [-2.918, 0.784, 0.162], [-1.846, -0.067, 0.431], [-0.277, 1.756, 2.831], [-2.178, 3.297, 2.339], [-3.870, 2.659, 0.637], [-3.661, 0.504, -0.581], [-1.734, -1.006, -0.100], [-1.949, 4.257, -0.858], [-0.620, 4.297, -1.017], [0.063, 3.136, -1.362], [1.447, 3.178, -1.534], [2.134, 4.380, -1.348], [1.440, 5.539, -0.997], [0.055, 5.499, -0.836], [-0.486, 2.209, -1.495], [1.989, 2.278, -1.811], [3.214, 4.412, -1.477], [1.977, 6.473, -0.848], [-0.501, 6.392, -0.572]]}

=====

[8]
{"formula": "C17H10BrN3OReS", "method": "wB97M-V/def2-TZVPD", "s_squared": 0.7633, "homo_lumo_gap_ev": [6.555, 6.188], "mol_weight_g_mol": 570.5, "spin_multiplicity": 2, "charge": 2, "species": ["Re", "Br", "C", "C", "C", "C", "O", "C", "C", "N", "C", "C", "C", "C", "C", "C", "C", "C", "N", "C", "C", "H", "H", "H", "H", "H", "H", "H", "H", "H", "H", "S", "C", "N"], "positions_angstrom": [[-0.953, -0.412, -1.328], [-1.255, -4.878, 4.357], [-1.506, -3.608, 3.008], [-2.794, -3.372, 2.508], [-3.016, -2.451, 1.504], [-1.936, -1.770, 0.968], [-2.190, -0.873, -0.035], [-0.627, -1.965, 1.471], [0.461, -1.125, 1.104], [0.459, -0.309, 0.078], [1.372, 0.794, -0.007], [2.591, 0.940, 0.595], [3.310, 2.142, 0.417], [2.805, 3.167, -0.336], [1.547, 3.030, -0.971], [0.930, 4.024, -1.760], [-0.296, 3.785, -2.339], [-0.910, 2.550, -2.155], [-0.366, 1.584, -1.408], [0.851, 1.825, -0.807], [-0.440, -2.891, 2.517], [-3.629, -3.919, 2.925], [-4.010, -2.260, 1.124], [1.315, -1.083, 1.774], [3.027, 0.153, 1.197], [4.276, 2.244, 0.892], [3.361, 4.087, -0.456], [1.426, 4.976, -1.905], [-0.787, 4.533, -2.944], [-1.866, 2.324, -2.611], [0.551, -3.033, 2.927], [-0.341, -3.678, -4.485], [-0.581, -2.664, -3.367], [-0.779, -1.868, -2.453]]}